1.
Formula: C38H53CsN5O4P3S4
Source: the Open Molecules 2025 dataset
Level of theory: ωB97M-V with the def2-TZVPD basis set

Calculated values
Kohn-Sham gap = 0.1582 hartree
Charge = -2
Energy above the lowest of the compared OMol25 structures with the same formula, charge and spin = 2.9 kcal per mole

Each line ends with the Mulliken charge.
Geometry (Å):
Cs -0.06169 1.13991 -0.23978  0.497
C -2.13121 3.81458 -1.87030  -0.265
O -0.70698 3.79527 -1.75267  0.086
C -0.01496 4.85857 -2.20871  0.743
C -0.62106 5.98963 -2.75157  -0.787
C 0.14669 7.06354 -3.18720  -0.628
C 1.52608 7.02193 -3.08579  -0.808
C 2.13372 5.88893 -2.56067  -0.201
C 1.39072 4.79502 -2.13533  0.000
N 1.99491 3.62802 -1.58093  -0.097
N 3.15937 3.46858 -2.02969  -0.152
C 3.96943 2.45375 -1.57312  -0.099
C 3.71937 1.64467 -0.41418  0.394
O 2.71505 1.72903 0.32757  -0.247
C 4.75678 0.66534 -0.08761  -0.667
C 5.88799 0.52206 -0.80218  -1.108
C 6.15538 1.33996 -1.94796  1.084
C 7.34090 1.19106 -2.68718  -0.806
C 7.60016 1.97192 -3.78656  -0.525
C 6.64814 2.93071 -4.17039  -0.627
C 5.48003 3.09050 -3.46764  -0.500
C 5.19104 2.30394 -2.32421  0.732
H -2.54540 4.68036 -1.34621  0.410
H -2.42917 3.82193 -2.92100  0.363
H -2.49785 2.90422 -1.40067  -0.573
H -1.69620 6.03241 -2.83911  0.396
H -0.34823 7.93491 -3.59980  0.361
H 2.12870 7.86263 -3.40772  0.353
H 3.20951 5.82621 -2.46668  0.419
H 4.54982 0.03977 0.77329  0.192
H 6.62371 -0.22712 -0.52310  0.299
H 8.05399 0.43676 -2.36880  0.339
H 8.51610 1.84759 -4.35145  0.356
H 6.83260 3.55122 -5.04048  0.378
H 4.74924 3.82184 -3.78122  0.438
O -7.86365 -0.71591 -2.55640  -0.710
C -6.74353 -0.36849 -2.22515  0.660
S -5.29949 -0.57899 -3.20206  -0.221
C -4.10104 0.13349 -2.09808  -0.070
C -4.59125 0.57659 -0.91520  -0.381
S -3.77404 1.30219 0.44944  -0.298
S -6.34566 0.39359 -0.69308  -0.240
S -2.47691 0.12980 -2.73335  -0.352
C 1.65879 2.58586 3.18970  -1.154
P 1.19680 0.81337 3.29976  0.751
C 2.81930 0.11828 3.82064  -1.178
C 0.33417 0.81841 4.94339  -1.030
C -0.90167 1.72564 4.95806  -1.094
P -1.91998 1.59530 3.40763  0.478
C -3.40622 2.51844 3.96795  -1.247
C -2.54382 -0.11525 3.62880  -0.095
H 2.11791 2.94768 4.11540  0.367
H 0.76898 3.17906 2.97196  0.280
H 2.34700 2.69908 2.35146  0.288
H 3.23812 0.63763 4.68789  0.410
H 3.50688 0.21476 2.97927  0.066
H 2.71143 -0.94254 4.05585  0.284
H 1.03570 1.11369 5.73301  0.602
H 0.03589 -0.21516 5.14814  0.321
H -0.58615 2.77059 5.03756  0.354
H -1.52463 1.51039 5.83462  0.556
H -3.79004 2.14133 4.92098  0.361
H -4.16960 2.41349 3.19444  0.303
H -3.16663 3.57854 4.07025  0.380
H -2.90150 -0.28903 4.64931  0.584
H -1.75169 -0.82730 3.39252  -0.669
H -3.35517 -0.26058 2.91382  0.216
O 0.16370 -1.69451 -0.17664  -0.599
P -0.51743 -3.00723 -0.25100  -0.943
N 0.05158 -3.99434 0.97970  0.318
C 1.14686 -3.51784 1.82238  -1.140
C 0.45977 -3.25717 3.16076  0.572
C -0.54356 -4.41640 3.26697  -0.790
C -0.77290 -4.87454 1.80100  -0.553
N -2.15044 -3.02380 -0.07817  1.125
C -3.14743 -3.14684 -1.14887  0.152
C -4.43829 -3.34708 -0.36262  -0.909
C -4.26501 -2.44290 0.86706  -0.284
C -2.74513 -2.26171 1.02743  0.125
N -0.20394 -3.80319 -1.65989  -0.063
C -0.32365 -3.08203 -2.94661  0.079
C -0.82894 -4.15645 -3.90487  -0.641
C -0.23207 -5.44035 -3.33253  -0.714
C -0.38931 -5.24146 -1.82568  -0.375
H 1.60338 -2.63279 1.38731  0.491
H 1.90536 -4.30602 1.92396  0.340
H -0.05401 -2.29506 3.09425  -0.834
H 1.15032 -3.21569 4.00544  0.579
H -1.47454 -4.11425 3.74808  0.295
H -0.12100 -5.23427 3.85519  0.301
H -1.81289 -4.80620 1.48800  0.128
H -0.45481 -5.91735 1.67931  0.541
H -2.91132 -3.99066 -1.79906  0.154
H -3.18836 -2.23604 -1.75273  -0.387
H -4.52381 -4.39631 -0.06106  0.278
H -5.31728 -3.08269 -0.95142  0.404
H -4.72291 -2.87348 1.75963  0.450
H -4.71962 -1.46890 0.69896  -0.173
H -2.37257 -2.64676 1.98245  -0.220
H -2.49217 -1.19973 0.95787  0.031
H 0.65667 -2.70401 -3.25133  0.394
H -1.00664 -2.23091 -2.87610  -0.288
H -0.53854 -3.96383 -4.93751  0.421
H -1.92048 -4.19854 -3.86360  0.202
H 0.82989 -5.50191 -3.58558  0.324
H -0.72180 -6.34923 -3.68531  0.371
H 0.34580 -5.79861 -1.24061  0.277
H -1.38746 -5.57252 -1.50408  0.288



2.
Formula: C38H54BaGeN4O5S2Se
Source: the Open Molecules 2025 dataset
Level of theory: ωB97M-V with the def2-TZVPD basis set

Calculated values
2S+1 = 2
Kohn-Sham gap (alpha / beta) = 0.2155 / 0.2449 hartree
Charge = -1

Each line ends with the Mulliken charge.
Geometry (Å):
Ba -0.34069 0.35157 0.05937  1.626
C -2.21753 0.94337 3.80630  -1.541
C -0.71294 1.12284 3.98011  1.669
C -0.44723 2.34728 4.85747  -2.003
C -0.13300 -0.12153 4.65755  -1.680
O -0.11823 1.24633 2.69831  0.363
Ge 1.01342 2.63875 2.05291  -0.933
O -0.15063 2.81142 0.51441  0.658
C -0.58913 4.06152 -0.04011  1.313
C -0.08346 4.19155 -1.47071  -1.429
C -2.11686 4.06590 -0.03485  -1.310
C -0.09129 5.26480 0.76445  -1.943
O 2.03485 1.39349 1.07790  0.540
C 3.28347 0.84684 1.48972  1.627
C 3.08107 -0.62865 1.84946  -1.025
C 4.26133 0.98136 0.32721  -1.619
C 3.86444 1.57586 2.70625  -2.013
H -2.71341 0.78797 4.77093  0.478
H -2.40051 0.08001 3.16274  0.162
H -2.64873 1.82561 3.32093  0.301
H -0.94626 2.23596 5.82617  0.443
H -0.82735 3.25251 4.37133  0.396
H 0.62608 2.47942 5.02760  0.432
H -0.63883 -0.32883 5.60894  0.408
H 0.93746 0.02257 4.84657  0.389
H -0.25592 -0.98403 3.99510  0.155
H -0.45516 3.37330 -2.09017  0.051
H 1.00855 4.14518 -1.49014  0.330
H -0.41241 5.13947 -1.90832  0.443
H -2.49917 3.19441 -0.57447  0.014
H -2.50819 4.96869 -0.51325  0.459
H -2.49033 4.01828 0.99297  0.297
H 1.00183 5.28668 0.79061  0.439
H -0.45309 5.21914 1.79665  0.405
H -0.44961 6.19204 0.30717  0.459
H 2.72386 -1.17746 0.97501  -0.112
H 2.33338 -0.71457 2.64895  0.049
H 4.01910 -1.08519 2.18485  0.481
H 3.86685 0.46334 -0.54570  0.125
H 5.23825 0.55553 0.58470  0.384
H 4.38440 2.04011 0.07547  0.402
H 3.18931 1.49524 3.56792  0.361
H 4.00448 2.63862 2.48320  0.432
H 4.83173 1.14337 2.97954  0.450
C -0.16852 -3.62374 -1.91210  -0.890
O -0.84340 -2.37745 -1.96891  0.049
C -0.94121 -1.76346 -3.17660  0.543
C -0.39287 -2.25419 -4.34966  -0.577
C -0.61793 -1.58387 -5.54913  -0.709
C -1.41379 -0.44835 -5.58342  -0.838
C -1.95563 0.04206 -4.40138  -0.017
C -1.70338 -0.59053 -3.19742  0.038
N -2.13674 -0.10279 -1.93173  0.760
N -3.24225 0.48588 -1.95512  -0.800
C -3.88761 0.77228 -0.75842  -0.046
C -3.56339 0.10791 0.45440  0.245
O -2.43025 -0.43100 0.66886  -0.661
C -4.63886 -0.03993 1.41477  -0.804
C -5.79130 0.65032 1.30091  -0.861
C -6.03043 1.53598 0.19271  0.868
C -7.17717 2.34970 0.12362  -0.857
C -7.39019 3.18260 -0.94829  -0.532
C -6.45277 3.20939 -1.99590  -0.746
C -5.33016 2.41905 -1.95108  -0.575
C -5.08736 1.56653 -0.85215  0.821
H 0.87381 -3.52139 -2.21757  0.476
H -0.67414 -4.36231 -2.54121  0.454
H -0.21354 -3.93076 -0.86950  -0.298
H 0.22142 -3.14485 -4.33718  0.350
H -0.16847 -1.96179 -6.46104  0.395
H -1.60275 0.06180 -6.52065  0.363
H -2.55548 0.94333 -4.38543  0.420
H -4.45501 -0.69670 2.25807  0.513
H -6.56483 0.54975 2.05613  0.354
H -7.89005 2.31438 0.94111  0.380
H -8.26800 3.81573 -0.98502  0.378
H -6.61470 3.86659 -2.84293  0.383
H -4.60703 2.44123 -2.75683  0.373
C 3.06592 1.15353 -4.58709  -1.878
C 2.41061 0.39112 -3.44223  0.100
S 0.99794 1.03046 -2.80152  0.130
C 2.99347 -0.81142 -2.97565  0.056
C 4.32747 -1.26603 -3.53619  -1.602
S 2.30440 -1.79495 -1.78041  0.071
H 2.45147 2.00970 -4.84711  0.430
H 3.17603 0.52477 -5.47687  0.359
H 4.06199 1.51322 -4.30635  0.355
H 4.58521 -0.78711 -4.48247  0.415
H 4.32066 -2.34564 -3.67664  0.328
H 5.12013 -1.03791 -2.81652  0.249
C 1.89758 -5.38091 0.58560  -0.907
N 2.00322 -5.22486 2.02866  0.244
C 2.98271 -5.77324 2.84333  -0.408
C 2.76767 -5.30786 4.08513  -0.411
N 1.65639 -4.47904 4.02128  0.191
C 1.11833 -3.67833 5.10974  -0.883
C 1.17178 -4.43360 2.75305  -0.201
Se -0.33247 -3.56866 2.16805  -0.265
H 2.56971 -6.17483 0.26964  0.315
H 2.15947 -4.45096 0.08156  0.307
H 0.87216 -5.63234 0.32438  0.346
H 3.73297 -6.45093 2.47149  0.400
H 3.29088 -5.50550 5.00569  0.412
H 1.49481 -4.06832 6.05302  0.328
H 0.03238 -3.72747 5.08703  0.324
H 1.40870 -2.63501 4.99643  0.305



Number 1: electronic energy -127667.98994 eV, F_max 0.41 eV Å⁻¹. Number 2: electronic energy -200712.46848 eV, F_max 2.40 eV Å⁻¹.